[1]
Entry from the OMol25 dataset: a molecular structure, C15H14N2O3STc (the ωB97M-V functional and the def2-TZVPD basis).

```
36
Properties=species:S:1:pos:R:3:forces:R:3:lowdin_spin:R:1
C -0.1718 3.5849 -0.9671 0.3 0.1 -0.2 0.054
C -0.0404 3.4460 0.4456 -0.3 0.1 0.2 0.018
C -1.0540 2.5514 0.8931 0.3 0.2 -0.1 0.014
C -1.7974 2.1231 -0.2422 -0.2 -0.1 -0.2 0.057
C -1.2512 2.7628 -1.3951 -0.1 -0.1 0.0 0.014
Tc 0.4149 1.3412 -0.5543 -1.1 3.7 -0.4 2.275
C 2.4564 1.7792 -0.2230 0.0 -0.9 -0.5 0.018
C 2.4422 1.8065 -1.7228 1.0 0.4 -1.4 0.023
C 3.2315 2.5790 -2.5233 -0.3 -0.3 0.4 0.130
N 1.3727 0.9976 -2.1802 1.7 0.2 -0.6 0.167
H -1.2039 2.2169 1.9213 0.1 0.1 -0.5 0.001
H 0.7053 3.9386 1.0696 -0.3 -0.2 -0.3 0.001
H -2.6225 1.4086 -0.2373 0.3 0.3 0.0 0.007
H -1.5879 2.6304 -2.4252 0.1 0.1 0.5 0.002
H 0.4935 4.1601 -1.6147 -0.3 -0.2 0.3 0.004
H 2.9379 2.6411 0.2560 -0.5 -0.3 -0.1 -0.001
H 1.2749 0.9448 -3.1966 -0.2 -0.1 0.7 0.009
H 2.8302 0.8162 0.1703 0.0 0.4 -0.2 0.009
H 4.0564 3.1572 -2.0974 -0.4 -0.2 -0.2 0.008
H 3.1051 2.5840 -3.6129 0.0 0.0 0.5 0.008
O 0.4764 -3.7456 -1.8665 -3.7 -0.4 3.3 0.004
S -0.7737 -3.2141 -1.1492 3.0 5.1 -7.6 0.002
O -1.8644 -2.8832 -2.1780 1.6 -2.4 4.0 0.002
N -0.1982 -1.5713 -0.9139 -0.4 -0.4 0.9 0.041
C -0.1951 -1.2165 0.3232 0.8 0.7 -1.3 0.028
O 0.2412 -0.0026 0.7061 -0.8 -4.5 2.0 0.104
C -0.6932 -2.2312 1.2557 0.0 0.5 1.2 0.000
C -0.8371 -2.1247 2.6414 -0.3 -0.8 -0.1 0.000
C -1.3603 -3.2204 3.3480 0.1 -0.2 -0.9 0.000
C -1.7263 -4.3974 2.6659 0.3 0.7 -0.3 0.000
C -1.5737 -4.4845 1.2729 0.1 0.3 0.3 0.001
C -1.0566 -3.3836 0.5931 -0.9 -2.0 0.7 0.000
H -0.5604 -1.2161 3.1606 0.0 0.0 -0.1 0.000
H -1.4864 -3.1588 4.4210 0.0 0.0 0.0 0.000
H -2.1299 -5.2369 3.2168 0.0 0.0 0.0 0.000
H -1.8544 -5.3831 0.7393 0.0 0.0 0.0 0.000
```
Forces are in eV/Å.

Its expectation value of S² is 3.777. As for the gap between HOMO and LUMO (spin up / spin down): 6.744 / 7.083 eV. Its spin multiplicity is 4. The calculation puts the HOMO energy (spin up / spin down) at -0.2658 / -0.2885 Eh. As for the net charge: 0. For the total energy, the calculation gives -1394.0289 a.u.

---

[2]
Entry from the OMol25 dataset: C15H14N2O4 in the gas phase (the ωB97M-V functional and the def2-TZVPD basis).

```
35
Properties=species:S:1:pos:R:3:forces:R:3:mulliken_charge:R:1
C 0.3684 -0.8534 2.0380 0.1 -1.2 -0.6 -0.935
C -1.1624 -0.9992 1.6314 -1.1 0.0 0.5 0.785
C -2.0013 -2.1542 2.3626 -0.3 0.1 -0.3 -1.134
N -1.8260 -0.2490 0.7834 3.1 -0.4 0.1 -0.498
C -0.9460 0.5639 -0.0582 1.4 0.2 -1.2 -0.156
C -0.1263 0.0176 -1.0702 -0.6 0.6 0.8 0.615
C -0.0171 -1.5300 -1.3922 1.0 -1.3 -0.6 0.141
C 1.3420 -2.1469 -1.7254 -4.4 -2.3 0.0 -0.273
C 1.2044 -3.6413 -2.0058 -1.7 2.3 0.9 -0.530
C -0.1429 -4.3068 -1.8874 0.8 -0.2 -0.2 -0.174
N -1.4210 -3.7835 -1.5805 5.3 3.2 -0.4 -0.573
C -1.2509 -2.3971 -1.3729 -0.1 0.7 0.1 -0.106
C 0.7694 1.0402 -1.8965 1.5 -0.4 -2.0 0.229
O 1.3294 0.6865 -2.9666 -1.7 0.8 3.3 -0.567
C 1.0489 2.5240 -1.4067 -2.7 0.4 2.8 -0.577
C 0.1993 3.0895 -0.4100 1.9 -1.9 -2.0 0.659
C 0.4788 4.5902 0.0448 -0.9 0.3 -1.1 -0.782
O 1.7408 4.7593 0.7467 -0.8 -0.3 -2.2 -0.162
O 1.3877 4.8463 2.0805 -0.4 0.0 2.7 -0.393
C -0.9452 2.1546 0.1481 -2.1 1.1 1.5 0.526
O -1.8989 2.6587 0.7888 3.0 -1.5 -1.8 -0.573
H 0.6329 -1.6539 2.8206 -0.5 1.4 -1.0 0.339
H 0.6697 0.1802 2.3973 -0.6 -1.2 -0.5 0.264
H 0.9999 -1.1313 1.1148 -0.9 0.6 1.4 0.237
H -1.3514 -2.9102 2.9064 -0.6 1.2 -0.7 0.337
H -2.6303 -2.7495 1.6064 1.0 1.1 0.9 0.283
H -2.7551 -1.7261 3.1128 1.2 -0.4 -1.0 0.293
H 2.2790 -1.5177 -1.7815 -1.3 -1.1 0.0 0.360
H 2.1176 -4.2511 -2.3010 -1.5 0.8 0.5 0.306
H -0.1483 -5.4401 -2.0795 0.0 1.9 0.3 0.301
H -2.2315 -1.8406 -1.1495 1.7 -0.9 -0.3 0.418
H 1.8960 3.1679 -1.7937 -1.1 -1.3 0.0 0.379
H 0.5822 5.2206 -0.9132 0.0 -1.1 1.4 0.345
H -0.4023 5.0629 0.6107 1.5 -1.0 -0.5 0.297
H 2.2107 4.7197 2.5975 -0.3 0.0 -0.8 0.317
```
Forces are in eV/Å.

For the relative energy (zero: lowest compared OMol25 entry of this formula, charge and spin), the calculation gives 213.65 kcal per mole. As for the gap between HOMO and LUMO: 7.439 eV. The calculation puts the HOMO energy at -0.3243 Eh. As for the net charge: 0. For the total energy, the calculation gives -990.1469 a.u.

---

[3]
Entry from the OMol25 dataset: a molecular structure, C15H14NO4PbSi (the ωB97M-V functional and the def2-TZVPD basis).

```
36
Properties=species:S:1:pos:R:3:forces:R:3:mulliken_charge:R:1
Pb -0.4736 2.0715 0.7464 -1.0 0.0 0.3 1.366
O 0.6050 -2.3524 1.6742 0.0 -0.1 0.0 -0.556
C 0.0494 -1.3137 1.4574 -0.3 -0.6 0.7 0.119
O 0.3963 -0.4773 0.4887 0.4 0.5 -0.6 -0.049
C -1.1808 -0.8833 2.1975 -0.3 -0.3 0.3 0.412
C -1.8678 -1.7798 3.0071 0.3 0.2 -0.1 -0.535
C -3.1059 -1.4049 3.5172 0.0 0.2 -0.2 -0.316
C -3.6249 -0.1637 3.1841 0.2 0.1 0.0 -0.539
C -2.8572 0.6905 2.3997 -0.3 0.2 0.0 0.412
N -1.6600 0.3363 1.9416 0.1 0.0 -0.2 -0.187
C -3.3746 2.0664 1.9582 -0.2 -0.4 0.4 0.427
O -4.4647 2.4314 2.3039 0.0 -0.1 0.0 -0.572
O -2.5372 2.7197 1.2130 0.9 0.4 -0.6 -0.685
H -1.4330 -2.7460 3.2132 0.0 -0.1 -0.1 0.503
H -3.6737 -2.0872 4.1311 0.0 0.0 0.1 0.474
H -4.5932 0.1755 3.5218 0.0 0.0 0.0 0.504
C -0.1221 -2.2118 -1.7200 0.6 0.4 0.3 -1.232
Si 1.2218 -1.1192 -0.9466 0.2 -0.1 0.0 0.081
C 2.8516 -1.9586 -0.4774 -0.8 0.2 -0.1 -1.067
C 1.5252 0.5606 -1.7614 0.0 -0.5 0.1 0.420
C 2.1150 1.5860 -1.0108 0.2 -0.2 -0.2 -0.430
C 2.4594 2.7947 -1.5968 0.0 0.0 0.2 -0.584
C 2.2176 3.0032 -2.9450 -0.1 0.0 0.0 -0.509
C 1.6479 1.9946 -3.7069 0.0 0.2 -0.1 -0.567
C 1.3115 0.7870 -3.1194 -0.1 -0.1 0.1 -0.456
H 0.1309 -2.5393 -2.7243 0.1 0.0 -0.1 0.429
H -1.0839 -1.7052 -1.7735 0.0 0.2 0.0 0.371
H -0.2619 -3.1082 -1.1189 0.1 -0.1 0.1 0.381
H 3.3941 -2.2326 -1.3782 0.1 0.0 -0.2 0.411
H 2.6898 -2.8670 0.0983 -0.1 0.0 0.0 0.368
H 3.4963 -1.3046 0.1072 0.0 0.2 0.0 0.336
H 2.3824 1.3917 0.0224 0.0 0.1 0.1 0.638
H 2.9424 3.5588 -1.0065 0.0 0.1 0.0 0.437
H 2.4919 3.9393 -3.4059 0.0 0.1 0.0 0.418
H 1.4858 2.1502 -4.7628 0.0 0.0 -0.1 0.410
H 0.9004 -0.0027 -3.7284 -0.1 -0.1 -0.2 0.366
```
Forces are in eV/Å.

For the relative energy (zero: lowest compared OMol25 entry of this formula, charge and spin), the calculation gives 14.06 kcal per mole. As for the gap between HOMO and LUMO: 7.641 eV. The calculation puts the HOMO energy at -0.4722 Eh. As for the net charge: +1. For the total energy, the calculation gives -1417.9610 a.u.

---

[4]
Entry from the OMol25 dataset: a molecular structure, C15H15BrCoIN2O5S (the ωB97M-V functional and the def2-TZVPD basis).

```
41
Properties=species:S:1:pos:R:3:forces:R:3:mulliken_charge:R:1
Co 1.0842 -1.6756 0.3481 -0.2 1.0 -0.4 0.061
C -0.7637 -1.9603 4.2826 0.0 0.0 0.0 -1.216
C -1.2200 -0.8532 3.3877 -0.1 0.0 0.2 0.838
N -2.3525 -0.2385 3.6403 0.1 0.0 -0.1 -0.679
C -2.7731 0.7415 2.8108 0.0 0.0 0.0 -0.861
C -2.0771 1.1584 1.7086 0.0 0.0 0.1 0.524
C -2.6260 2.2206 0.8015 0.0 0.0 -0.1 -1.001
O -2.8031 1.7436 -0.5363 0.0 0.0 0.0 -0.490
C -0.8587 0.5045 1.4190 -0.1 0.1 -0.3 0.164
C -0.0342 0.9333 0.3206 0.0 0.1 0.3 0.150
N 0.9537 0.2429 -0.1212 -0.2 0.0 -0.5 0.569
C 1.8220 0.7635 -1.1204 0.0 0.0 0.2 0.803
C 1.4240 1.6633 -2.1002 0.0 0.0 -0.1 -0.394
C 2.3398 2.1215 -3.0354 0.0 0.0 0.0 -0.949
C 3.6556 1.6852 -3.0072 0.0 0.0 0.0 -0.518
C 4.0621 0.7757 -2.0404 -0.1 0.0 0.0 -0.598
C 3.1414 0.3267 -1.1126 0.1 0.1 -0.1 0.091
I 3.6683 -1.0751 0.3313 -0.2 -0.2 0.2 0.236
C -0.4178 -0.5201 2.2548 0.5 -0.2 0.0 0.475
O 0.7142 -1.1599 2.0849 -0.2 -0.2 0.1 -0.970
H -1.4622 -2.0712 5.1079 0.0 0.0 0.0 0.381
H 0.2391 -1.7631 4.6625 0.0 0.0 0.0 0.311
H -0.6993 -2.8927 3.7181 0.0 0.0 0.0 0.273
H -3.7233 1.2003 3.0615 0.0 0.0 0.0 0.351
H -1.9458 3.0699 0.7155 0.0 0.0 0.0 0.356
H -3.5658 2.6002 1.2099 0.0 0.0 0.0 0.393
H -3.3911 0.9812 -0.4911 0.0 0.0 0.0 0.348
H -0.2347 1.9121 -0.1075 0.1 0.1 0.0 0.452
H 0.3935 1.9907 -2.1574 0.0 0.0 0.0 0.426
H 2.0155 2.8170 -3.7977 0.0 0.0 0.0 0.388
H 4.3642 2.0365 -3.7446 0.0 0.0 0.0 0.389
H 5.0805 0.4132 -2.0195 0.0 0.0 0.0 0.392
C -1.0813 -1.1559 -2.7799 -0.1 0.2 0.0 -0.786
S -0.3441 -2.3150 -1.6661 0.4 -0.2 0.1 1.296
O -0.6880 -3.6261 -2.0947 -0.1 0.1 -0.1 -0.535
O 1.1238 -1.9973 -1.6190 -0.1 -0.3 0.0 -0.603
O -0.7624 -1.9300 -0.2691 0.2 -0.2 0.1 -0.522
H -1.8796 -1.6604 -3.3161 0.0 0.0 0.0 0.386
H -0.3064 -0.8263 -3.4688 0.0 0.0 0.0 0.309
H -1.4637 -0.3091 -2.2122 0.0 0.0 0.0 0.123
Br 1.3921 -3.8718 0.9519 0.1 -0.3 0.1 -0.362
```
Forces are in eV/Å.

For the relative energy (zero: lowest compared OMol25 entry of this formula, charge and spin), the calculation gives 8.32 kcal per mole. As for the gap between HOMO and LUMO (spin up / spin down): 7.145 / 7.144 eV. The calculation puts the HOMO energy (spin up / spin down) at -0.3105 / -0.3104 Eh. As for the net charge: 0. For the total energy, the calculation gives -5719.0012 a.u.